P:
DFT (wB97M-V/def2-TZVPD) results for C7H12 in the gas phase.

Output
- HOMO-LUMO gap: 10.332 eV
- SMILES: CC=C=CCCC
- HOMO energy: -9.242 eV
- E_LUMO: 1.09 eV

CARTESIAN COORDINATES (ANGSTROEM)
C -1.23 -0.93 -3.26
C -0.43 0.05 -2.46
C 0.37 -0.25 -1.47
C 1.10 -0.49 -0.41
C 0.53 -0.50 0.99
C 0.58 0.88 1.65
C 0.01 0.88 3.06
H -0.96 -1.97 -3.07
H -1.08 -0.70 -4.33
H -2.29 -0.79 -3.02
H -0.59 1.10 -2.70
H 2.18 -0.65 -0.52
H -0.51 -0.85 0.99
H 1.11 -1.21 1.59
H 0.01 1.57 1.00
H 1.62 1.24 1.66
H -1.03 0.54 3.06
H 0.57 0.21 3.72
H 0.04 1.88 3.51



Q:
DFT (wB97M-V/def2-TZVPD) results for a molecular structure, C7H12.

Output
- HOMO-LUMO gap: 9.218 eV
- HOMO energy: -8.425 eV
- E_LUMO: 0.79 eV

CARTESIAN COORDINATES (ANGSTROEM)
C -2.31 -0.37 -0.29
C -1.11 0.52 -0.01
C -0.08 -0.06 1.00
C 1.33 0.40 0.49
C 2.38 -0.70 0.61
C 1.23 0.82 -1.00
C -0.05 0.71 -1.05
H -2.01 -1.33 -0.74
H -2.82 -0.59 0.66
H -3.04 0.11 -0.95
H -1.48 1.50 0.33
H -0.30 0.23 2.03
H -0.14 -1.15 0.94
H 1.66 1.28 1.06
H 2.06 -1.58 0.04
H 2.54 -1.01 1.65
H 3.33 -0.36 0.19
H -0.39 0.45 -2.48
H -0.78 1.14 -2.47



R:
DFT (wB97M-V/def2-TZVPD) results for C7H12 in the gas phase.

Output
- HOMO-LUMO gap: 10.969 eV
- SMILES: CC1CC2(CC2)C1
- HOMO energy: -9.814 eV
- E_LUMO: 1.16 eV

CARTESIAN COORDINATES (ANGSTROEM)
C -2.60 0.00 0.07
C -1.13 -0.35 0.02
C -0.18 0.33 -1.01
C 0.91 0.17 0.05
C 2.01 -0.84 -0.11
C 2.33 0.61 0.15
C -0.16 0.14 1.12
H -3.11 -0.34 -0.84
H -2.76 1.08 0.16
H -3.09 -0.49 0.92
H -1.01 -1.43 -0.08
H -0.03 -0.16 -1.98
H -0.46 1.38 -1.17
H 2.19 -1.21 -1.12
H 2.19 -1.57 0.67
H 2.78 1.20 -0.65
H 2.70 0.86 1.14
H -0.41 1.17 1.42
H -0.02 -0.47 2.03



S:
DFT (wB97M-V/def2-TZVPD) results for 2 unconnected molecules or ions with the total composition C7H12.

Output
- HOMO-LUMO gap (spin up / spin down): 6.819 / 8.655 eV
- HOMO energy (spin up / spin down): -7.724 / -8.237 eV
- E_LUMO (spin up / spin down): -0.91 / 0.42 eV

CARTESIAN COORDINATES (ANGSTROEM)
C 1.97 2.07 0.39
C 2.01 0.92 -0.45
C 0.60 0.08 -0.23
C 0.53 -1.21 -1.07
C -0.80 -1.69 -0.70
C -1.86 -1.61 -0.11
C -2.88 -1.10 0.73
H 1.59 3.02 0.03
H -1.50 0.82 1.29
H 2.36 2.05 1.40
H 2.03 1.14 -1.52
H 2.79 0.20 -0.18
H -0.20 0.77 -0.47
H 0.54 -0.13 0.84
H 0.62 -0.99 -2.14
H 1.33 -1.91 -0.80
H -2.26 -0.02 1.13
H -3.09 -1.67 1.63
H -3.79 -0.76 0.23



Most stable pick: R. Distance to second place: 0.0020 hartree.